{
  "formula": "C18H52N2O7",
  "method": "ωB97M-V with the def2-TZVPD basis set",
  "orbital_gap_ev": 9.233,
  "smiles": "COC[C@H](C)N.COC[C@H](C)N.CCO.CCO.CCO.CCO.CCO",
  "relative_energy_kcal_mol": 61.68,
  "fmax_ev_per_a": 3.0,
  "total_charge": 0,
  "energy_ha": -1352.993135,
  "homo_energy_ev": -8.939,
  "multiplicity": 1,
  "symbols": ["C", "C", "C", "O", "C", "N", "H", "H", "H", "H", "H", "H", "H", "H", "H", "H", "H", "C", "C", "C", "O", "C", "N", "H", "H", "H", "H", "H", "H", "H", "H", "H", "H", "H", "C", "C", "O", "H", "H", "H", "H", "H", "H", "C", "C", "O", "H", "H", "H", "H", "H", "H", "C", "C", "O", "H", "H", "H", "H", "H", "H", "C", "C", "O", "H", "H", "H", "H", "H", "H", "C", "C", "O", "H", "H", "H", "H", "H", "H"],
  "coordinates": [[-23.91633, -16.72933, 11.43302], [-24.64718, -16.30018, 10.11769], [-26.13742, -16.80195, 10.04640], [-26.60998, -16.58714, 8.67983], [-27.96206, -16.83661, 8.51184], [-24.50805, -14.91336, 9.87743], [-24.47353, -16.36833, 12.29748], [-22.89060, -16.36407, 11.48359], [-23.96127, -17.81821, 11.45396], [-24.19299, -16.70317, 9.21247], [-26.72945, -16.38094, 10.85902], [-26.10503, -17.85434, 10.32842], [-28.04491, -17.20359, 7.48883], [-28.48327, -15.89672, 8.69363], [-28.39894, -17.57926, 9.17945], [-25.16250, -14.68957, 9.14142], [-23.58374, -14.67633, 9.54643], [-14.08387, -10.69342, 9.27049], [-14.64433, -12.09110, 9.31385], [-14.50104, -12.98842, 8.03630], [-14.85657, -14.37979, 8.32338], [-14.64461, -15.09862, 7.09726], [-14.18818, -12.85353, 10.49241], [-14.46587, -10.15772, 8.40146], [-13.00965, -10.74134, 9.09204], [-14.24085, -10.15459, 10.20490], [-15.71723, -11.94883, 9.44326], [-13.47867, -12.90731, 7.66713], [-15.29625, -12.61931, 7.38861], [-14.47086, -16.17467, 7.09339], [-13.78520, -14.69073, 6.56514], [-15.52537, -14.88180, 6.49282], [-14.31971, -13.81171, 10.20141], [-13.19152, -12.89775, 10.64996], [-18.74569, -17.68767, 10.93621], [-19.60529, -17.24174, 9.74702], [-18.74151, -17.05075, 8.63728], [-19.20013, -17.63980, 11.92580], [-17.79943, -17.17538, 11.11014], [-18.34021, -18.63806, 10.58914], [-20.14888, -16.33316, 10.00603], [-20.30614, -18.01290, 9.42731], [-18.12098, -16.36485, 8.89433], [-19.87028, -13.39808, 4.37424], [-21.21821, -14.00796, 4.78961], [-21.08699, -15.38218, 4.75564], [-19.01433, -13.40049, 5.04911], [-19.99470, -12.33232, 4.18245], [-19.61927, -13.79402, 3.39021], [-22.00580, -13.65204, 4.12545], [-21.39131, -13.57139, 5.77325], [-20.91291, -15.69565, 5.64617], [-15.04638, -21.14651, 11.00459], [-13.89968, -21.46308, 11.93083], [-13.72916, -22.87952, 12.22234], [-14.88036, -20.09962, 10.75048], [-15.95407, -21.21708, 11.60393], [-15.00776, -21.78996, 10.12563], [-14.05934, -20.87499, 12.83458], [-12.92256, -21.22819, 11.50876], [-12.89831, -23.05309, 12.67084], [-20.70325, -9.76852, 8.44806], [-20.09123, -10.86547, 9.20963], [-20.95109, -11.98057, 9.22698], [-19.97427, -8.96518, 8.34161], [-21.49400, -9.34526, 9.06746], [-20.92361, -10.02286, 7.41131], [-19.86262, -10.41727, 10.17656], [-19.14118, -11.06098, 8.71235], [-21.64444, -11.91043, 9.88724], [-14.46507, -18.07172, 16.08023], [-15.81393, -17.54685, 15.45435], [-15.73485, -16.14774, 15.18692], [-13.60782, -18.06701, 15.40703], [-14.59807, -19.04268, 16.55734], [-14.12923, -17.33312, 16.80810], [-16.53821, -17.82719, 16.21915], [-15.94789, -18.00969, 14.47663], [-16.01380, -16.04693, 14.27389]]
}

{
  "formula": "C18H52N6O10",
  "method": "ωB97M-V with the def2-TZVPD basis set",
  "orbital_gap_ev": 4.772,
  "fmax_ev_per_a": 2.5,
  "total_charge": -2,
  "energy_ha": -1797.887055,
  "homo_energy_ev": -0.900,
  "multiplicity": 1,
  "symbols": ["C", "C", "O", "H", "H", "H", "H", "H", "C", "C", "O", "H", "H", "H", "H", "H", "C", "C", "C", "O", "C", "N", "H", "H", "H", "H", "H", "H", "H", "H", "H", "H", "H", "C", "C", "C", "O", "C", "N", "H", "H", "H", "H", "H", "H", "H", "H", "H", "H", "H", "C", "C", "O", "O", "H", "H", "H", "H", "H", "H", "C", "C", "O", "O", "H", "H", "H", "H", "H", "H", "C", "O", "N", "N", "H", "H", "H", "H", "C", "O", "N", "N", "H", "H", "H", "H"],
  "coordinates": [[-0.62867, 0.70886, 0.48039], [-1.42062, 1.98615, 0.58858], [-2.42552, 2.02938, -0.34675], [0.02360, 0.70947, -0.39244], [-1.37014, -0.09134, 0.46599], [0.04890, 0.58490, 1.34149], [-0.70345, 2.84100, 0.65693], [-1.84733, 2.17889, 1.60680], [1.66077, 3.55030, -1.51895], [1.67076, 3.23131, -3.00748], [0.75098, 2.29585, -3.41217], [1.76086, 4.61799, -1.27771], [2.40368, 3.00616, -0.92172], [0.68201, 3.29137, -1.10037], [2.70210, 2.90569, -3.27803], [1.56331, 4.19905, -3.54480], [-0.80399, -3.15587, -2.79899], [0.03042, -3.99358, -1.81095], [-0.12870, -3.62407, -0.31274], [-1.49426, -3.53690, -0.02354], [-1.72738, -2.97794, 1.23773], [-0.27680, -5.41997, -1.96882], [-1.84031, -3.43419, -2.61999], [-0.53835, -3.42574, -3.82121], [-0.55430, -2.10182, -2.67043], [1.07225, -3.91351, -2.13478], [0.40675, -2.66479, -0.33291], [0.35681, -4.37739, 0.31237], [-1.26002, -3.53423, 2.06023], [-2.79414, -2.96116, 1.47592], [-1.43815, -1.92290, 1.29322], [-1.27437, -5.57359, -1.84439], [-0.09045, -5.77491, -2.89991], [6.08017, -1.81906, 2.50495], [4.67088, -1.54966, 2.98839], [3.79997, -1.23073, 1.73779], [4.06014, 0.06778, 1.29094], [3.23426, 1.05607, 1.87746], [4.17354, -2.65988, 3.77976], [5.99804, -2.85133, 2.13806], [6.82372, -1.93405, 3.30153], [6.42728, -1.07870, 1.79106], [4.71911, -0.63433, 3.59749], [2.74040, -1.40366, 1.95788], [4.07231, -1.95604, 0.96839], [3.72773, 2.02259, 1.82130], [2.89765, 0.75435, 2.87469], [2.29915, 1.15069, 1.31043], [3.27911, -2.43997, 4.19952], [4.78987, -2.93936, 4.53083], [3.55374, -1.01938, -2.32798], [2.06777, -0.70947, -2.25007], [1.53807, -0.35762, -3.51280], [3.96170, -2.22899, -2.98630], [3.87959, -0.94158, -1.28104], [4.12926, -0.27048, -2.86896], [1.79291, 0.04996, -1.51262], [1.54588, -1.61102, -1.89060], [1.41169, 0.63514, -3.44498], [3.90659, -2.95605, -2.36001], [-5.52992, 3.24262, 0.03152], [-5.35283, 2.18845, 1.11653], [-4.65919, 1.02646, 0.64297], [-4.38362, 4.01186, -0.07706], [-6.36197, 3.86351, 0.39492], [-5.86382, 2.72719, -0.87766], [-6.34244, 1.85055, 1.44888], [-4.82903, 2.63869, 1.96847], [-3.78220, 1.38651, 0.31930], [-3.60682, 3.41431, -0.04782], [-1.69770, 4.89693, 3.69733], [-2.01674, 5.80350, 4.46224], [-1.39106, 5.03658, 2.39097], [-1.54397, 3.59658, 4.15718], [-1.13720, 4.27621, 1.78341], [-1.46981, 5.99818, 2.10750], [-1.49818, 2.78203, 3.56608], [-1.93183, 3.42038, 5.06719], [-3.86921, -0.85158, -2.60360], [-3.98843, 0.34597, -2.78764], [-4.46711, -1.80674, -3.36626], [-3.16809, -1.32102, -1.52017], [-4.37508, -2.76738, -3.09395], [-4.78700, -1.61147, -4.29424], [-3.03787, -2.30505, -1.40819], [-3.00559, -0.64098, -0.79353]]
}